[1]
This record from the OMol25 dataset describes the molecule C3H5NO2S. The level of theory is ωB97M-V/def2-TZVPD.

As for the SMILES: O=CN(C=S)CO. The calculation puts the HOMO-LUMO gap at 8.74 eV.

Structure (ORCA input):
```
! RIJCOSX wB97M-V def2-TZVPD def2/J DEFGRID3
* xyz 0 1
O 1.773 -1.133 0.758
C 0.711 -1.142 0.201
N -0.103 -0.124 -0.167
C -1.839 -0.643 -0.365
S -3.038 0.367 -0.139
C 0.296 1.253 0.113
O 1.666 1.329 -0.186
H 0.299 -2.226 -0.027
H -1.908 -1.634 -0.910
H -0.008 1.881 -0.645
H -0.075 1.384 1.087
H 2.225 0.688 0.281
*
```

From a Löwdin analysis of the wavefunction, the atomic charges in e read: 0.02 -0.40 -0.04 -0.54 0.73 -0.25 -0.03 0.15 0.06 0.11 0.12 0.07


[2]
This record from the OMol25 dataset describes C18H25AsAuN6O3 as an isolated structure. The level of theory is ωB97M-V/def2-TZVPD.

The calculation puts the HOMO-LUMO gap (alpha / beta) at 3.50 / 3.30 eV.

Structure (ORCA input):
```
! RIJCOSX wB97M-V def2-TZVPD def2/J DEFGRID3
* xyz 3 1
Au -0.141 -0.764 0.362
C -4.727 -1.070 -0.828
As -3.235 -1.316 -2.023
C -2.360 -3.035 -1.856
C -3.682 -0.935 -3.872
H -5.550 -1.707 -1.149
H -5.052 -0.024 -0.855
H -4.423 -1.351 0.182
H -3.014 -3.780 -2.320
H -2.224 -3.261 -0.795
H -1.400 -3.028 -2.379
H -4.429 -1.670 -4.186
H -2.797 -1.027 -4.508
H -4.104 0.070 -3.953
C 1.471 -3.999 4.800
N 0.795 -3.237 3.780
C -0.584 -3.480 3.420
C -0.740 -2.591 2.221
O -1.674 -2.422 1.452
N 0.420 -1.908 2.039
C 1.333 -2.355 2.937
N 2.597 -1.968 2.960
H 0.740 -4.332 5.535
H 2.228 -3.402 5.309
H 1.945 -4.882 4.364
H -1.272 -3.191 4.222
H -0.769 -4.536 3.200
H 2.939 -1.307 2.284
H 3.263 -2.395 3.586
O -2.182 0.019 -1.448
O -0.800 -0.180 -1.485
C 0.446 3.110 2.656
C 0.190 1.810 2.241
N 0.227 1.479 0.957
C 0.524 2.378 0.038
C 0.922 3.682 0.359
C 0.833 4.047 1.714
C 1.347 4.667 -0.620
C 1.947 4.555 -1.823
C 2.393 3.379 -2.548
C 3.024 3.537 -3.804
C 3.369 2.357 -4.445
N 3.105 1.188 -3.918
C 2.493 1.079 -2.765
N 2.172 2.157 -2.091
H 0.346 3.362 3.699
H -0.060 1.036 2.947
H 0.402 2.063 -0.986
H 1.081 5.052 2.025
H 1.179 5.684 -0.281
H 2.152 5.475 -2.353
H 3.213 4.509 -4.232
H 3.881 2.348 -5.403
H 2.239 0.110 -2.363
*
```

From a Löwdin analysis of the wavefunction, the atomic charges in e read: 1.20 -0.15 1.25 -0.16 -0.15 0.07 0.07 0.05 0.07 0.02 0.06 0.07 0.07 0.07 0.02 -0.07 0.01 -0.47 0.02 0.02 -0.36 0.26 0.12 0.11 0.12 0.17 0.17 0.13 0.14 -0.38 -0.33 0.01 -0.09 0.02 -0.05 -0.13 0.06 0.01 0.04 -0.24 0.07 -0.07 0.12 -0.17 0.11 0.13 0.12 0.10 0.14 0.13 0.13 0.13 0.14 0.11


[3]
This record from the OMol25 dataset describes C23H36FeGeN2O7S as an isolated structure. The level of theory is ωB97M-V/def2-TZVPD.

The calculation puts the HOMO-LUMO gap (alpha / beta) at 5.67 / 6.06 eV. The expectation value of S² is 6.012.

Structure (ORCA input):
```
! RIJCOSX wB97M-V def2-TZVPD def2/J DEFGRID3
* xyz -2 5
Fe -1.754 0.952 0.878
N -0.969 3.046 3.744
C -0.817 1.740 3.358
O -1.734 0.925 3.471
C 0.494 1.317 2.759
C 0.207 0.425 1.537
H -1.934 3.289 3.913
H -0.469 3.718 3.184
H 1.035 0.817 3.574
H 1.068 2.209 2.488
H 0.219 -0.632 1.827
H 0.961 0.571 0.756
C -5.826 -0.282 2.102
Ge -5.194 0.825 0.617
C -6.785 1.867 0.079
C -4.909 -0.364 -0.916
C -3.644 1.844 1.060
H -5.043 -1.005 2.347
H -6.737 -0.823 1.826
H -6.033 0.330 2.986
H -7.603 1.181 -0.175
H -6.562 2.481 -0.800
H -7.122 2.530 0.884
H -5.836 -0.860 -1.223
H -4.165 -1.119 -0.652
H -4.515 0.204 -1.766
H -3.716 2.246 2.077
H -3.535 2.684 0.362
C 5.672 -4.864 0.039
C 5.197 -3.476 -0.322
C 6.047 -2.392 -0.117
C 5.617 -1.107 -0.411
C 4.349 -0.889 -0.922
C 3.494 -1.967 -1.162
N 2.210 -1.821 -1.668
C 1.650 -0.665 -2.230
C 2.376 0.165 -3.088
C 1.772 1.256 -3.694
C 0.440 1.547 -3.450
C -0.279 0.730 -2.588
C 0.298 -0.383 -1.989
C -0.568 -1.262 -1.095
O -0.242 -2.459 -0.960
O -1.569 -0.708 -0.563
C 3.920 -3.273 -0.851
C 2.954 -4.407 -1.078
H 6.694 -4.826 0.418
H 5.661 -5.536 -0.825
H 5.043 -5.318 0.808
H 7.038 -2.557 0.293
H 6.267 -0.261 -0.218
H 3.995 0.118 -1.094
H 1.468 -2.424 -1.306
H 3.415 -0.063 -3.293
H 2.353 1.884 -4.360
H -0.032 2.407 -3.909
H -1.308 0.955 -2.345
H 2.141 -4.394 -0.343
H 3.442 -5.379 -1.020
H 2.479 -4.314 -2.058
C 1.555 3.403 -0.318
S 0.020 4.104 0.227
O -0.327 5.133 -0.738
O 0.300 4.610 1.572
O -0.920 2.979 0.242
H 2.355 4.068 0.013
H 1.538 3.325 -1.404
H 1.660 2.412 0.130
O -2.737 -1.702 1.882
H -2.233 -1.700 1.048
H -2.287 -1.061 2.453
*
```

From a Löwdin analysis of the wavefunction, the atomic charges in e read: 0.74 0.17 -0.57 -0.02 -0.22 -0.24 0.10 0.04 0.10 0.08 0.03 0.01 -0.24 0.68 -0.26 -0.23 -0.39 -0.01 0.00 0.01 0.00 0.00 0.00 0.00 0.00 0.01 -0.04 -0.03 -0.07 -0.25 -0.09 -0.10 -0.03 -0.19 0.10 -0.18 -0.05 -0.11 -0.10 -0.02 -0.06 -0.59 -0.01 -0.12 -0.17 -0.04 0.06 0.07 0.08 0.09 0.09 0.10 0.08 0.10 0.09 0.10 0.12 0.10 0.06 0.09 -0.15 0.38 -0.37 -0.39 -0.40 0.06 0.04 0.04 -0.09 0.00 0.00


[4]
This record from the OMol25 dataset describes an isolated ion of composition C6H7Cl2N2O2S and charge +1. The level of theory is ωB97M-V/def2-TZVPD.

As for the SMILES: CS(=O)(=O)c1[nH]cc(Cl)c(=[NH2+])c1Cl. The calculation puts the HOMO-LUMO gap at 9.59 eV.

Structure (ORCA input):
```
! RIJCOSX wB97M-V def2-TZVPD def2/J DEFGRID3
* xyz 1 1
C 1.237 0.647 -3.101
S 1.005 -0.810 -2.085
O 2.267 -1.352 -1.673
O -0.029 -1.670 -2.483
C 0.244 -0.171 -0.172
N 0.999 -0.944 0.680
C 0.631 -0.988 2.013
C -0.427 -0.274 2.440
Cl -0.874 -0.325 4.153
C -1.302 0.429 1.563
N -2.329 1.077 2.008
C -0.811 0.534 0.186
Cl -1.890 1.333 -0.927
H 0.295 1.177 -3.156
H 1.935 1.365 -2.513
H 1.625 0.379 -4.141
H 1.693 -1.445 0.143
H 1.195 -1.475 2.819
H -2.681 0.839 2.963
H -2.784 1.674 1.285
*
```

From a Löwdin analysis of the wavefunction, the atomic charges in e read: -0.13 0.72 -0.30 -0.26 -0.16 0.09 -0.03 -0.53 0.75 -0.33 0.17 -0.54 0.77 0.04 0.12 0.12 0.12 0.15 0.12 0.11